(1)
ORCA calculation (the ωB97M-V functional and the def2-TZVPD basis) on 4 unconnected molecules or ions with the total composition C16H35FINO6S3.

Geometry as XYZ:
```
63
C16H35FINO6S3 (the ωB97M-V functional and the def2-TZVPD basis)
C 1.1942 1.7020 2.3980
C 0.7425 2.4633 1.1468
C 0.2792 1.5680 0.0101
F 1.0851 1.7963 -1.1078
C -1.1314 1.6199 -0.5224
O -1.5192 2.8480 -1.1902
C -2.8356 2.7062 -1.4462
O -3.4843 3.3771 -2.1674
O -3.3400 1.6445 -0.7290
C -2.3852 1.3416 0.2793
I -2.7782 2.8540 1.8583
C -2.5801 -0.0149 0.9116
C -2.6720 -1.2010 -0.0733
C -1.3715 -2.0161 -0.2170
C -0.8865 -2.2287 -1.6464
N -0.7139 -0.9748 -2.3871
H 0.3940 1.6417 3.1382
H 1.5285 0.6925 2.1526
H 2.0367 2.2053 2.8699
H 1.5731 3.0478 0.7493
H -0.0325 3.1776 1.4103
H 0.4248 0.5128 0.2641
H -1.1589 0.8544 -1.3086
H -3.4843 0.0346 1.5154
H -1.7490 -0.1649 1.6060
H -3.4468 -1.8601 0.3188
H -3.0294 -0.8540 -1.0453
H -0.5719 -1.5466 0.3649
H -1.5226 -3.0057 0.2225
H -1.6016 -2.8830 -2.1610
H 0.0713 -2.7471 -1.6334
H 0.1050 -1.0561 -2.9778
H -1.5062 -0.7964 -2.9909
C 4.0620 0.9426 -1.6478
S 4.7684 -0.0917 -0.3661
O 4.1906 0.3717 0.9226
C 6.4349 0.5741 -0.4559
H 2.9988 0.7183 -1.6828
H 4.2022 1.9919 -1.3891
H 4.5262 0.7099 -2.6069
H 6.3999 1.6468 -0.2675
H 6.8570 0.3646 -1.4389
H 7.0257 0.0803 0.3127
C -5.2894 2.5586 5.8022
S -4.3584 1.2679 6.6362
O -2.9204 1.5994 6.4771
C -4.7227 -0.0199 5.4348
H -5.1496 3.4806 6.3628
H -4.9111 2.6788 4.7871
H -6.3470 2.2940 5.7908
H -4.3706 0.3032 4.4546
H -5.7952 -0.2139 5.4204
H -4.1893 -0.9150 5.7478
C 4.0091 -2.9244 -3.7751
S 2.4798 -2.6806 -4.6837
O 1.3771 -2.8322 -3.6928
C 2.5432 -4.2179 -5.6068
H 4.1204 -2.0834 -3.0929
H 3.9447 -3.8538 -3.2100
H 4.8462 -2.9480 -4.4728
H 2.5849 -5.0527 -4.9079
H 3.4144 -4.2114 -6.2615
H 1.6350 -4.2755 -6.2029
```

Results
Max |F| (eV Å⁻¹): 0.45
E (eV): -74256.34784
Gap between HOMO and LUMO (eV): 9.168
LUMO (eV): 0.33
Multiplicity: 1
Net charge: 0
HOMO (eV): -8.8

---

(2)
ORCA calculation (the ωB97M-V functional and the def2-TZVPD basis) on a molecular structure, C16H36Cs2N4O16S3.

Geometry as XYZ:
```
77
C16H36Cs2N4O16S3 (the ωB97M-V functional and the def2-TZVPD basis)
Cs 4.1207 3.7903 -8.9226
Cs 0.4333 5.8372 -10.5146
S 3.1378 7.2900 -8.6332
O 3.3023 8.2077 -7.5020
O 4.4463 6.7047 -8.9338
O 2.2506 6.1897 -8.2264
O 2.5634 7.9216 -9.8144
C 0.1449 3.0250 -4.7567
C 1.0881 3.8365 -5.6366
O 2.0604 3.2660 -6.1488
N 0.8199 5.1368 -5.8389
C -0.1333 6.0263 -5.1815
H 0.6612 2.4810 -3.9694
H -0.3082 2.2340 -5.3606
H -0.6820 3.6113 -4.3698
H 1.4427 5.5548 -6.5289
H 0.3398 6.8103 -4.5872
H -0.8311 5.4419 -4.5999
H -0.6240 6.5978 -5.9736
C 9.2572 4.8873 -8.8565
C 7.8315 5.2342 -8.4746
O 7.2116 4.4942 -7.7027
N 7.2676 6.3022 -9.0585
C 7.8735 7.2468 -9.9819
H 9.8886 5.7760 -8.7993
H 9.3091 4.5413 -9.8908
H 9.6148 4.1119 -8.1890
H 6.3284 6.5303 -8.7413
H 8.8926 7.5203 -9.7062
H 7.2796 8.1524 -10.0291
H 7.9297 6.7827 -10.9700
C 0.0603 9.3967 -7.8912
C 0.0740 10.0236 -6.4990
O -0.9414 10.5945 -6.1040
N 1.2218 9.9559 -5.8340
C 1.5631 10.5324 -4.5451
H 0.5058 8.3908 -7.9568
H 0.5622 9.9780 -8.6671
H -0.9716 9.3517 -8.2396
H 1.9287 9.3388 -6.2337
H 2.3635 11.2560 -4.7125
H 1.9153 9.7781 -3.8432
H 0.7196 11.0761 -4.1277
C 1.8484 11.1843 -13.8480
C 2.3210 10.1072 -12.9146
O 2.8845 9.0947 -13.3369
N 2.1578 10.2566 -11.5601
C 2.1036 11.5422 -10.8665
H 0.9587 11.6644 -13.4448
H 1.6659 10.6845 -14.7943
H 2.6675 11.8962 -13.9554
H 2.4249 9.4116 -11.0682
H 1.7942 12.3268 -11.5562
H 3.1395 11.8522 -10.6788
H 1.5036 11.4615 -9.9684
C 5.4218 10.0763 -8.8464
C 4.4523 10.8552 -7.9686
O 4.6755 12.2217 -8.3561
S 6.2279 12.4559 -8.7225
O 7.0353 12.6323 -7.5588
O 6.2578 13.4540 -9.7496
O 6.4680 10.9551 -9.3041
H 5.0526 9.6614 -9.7870
H 5.8906 9.2631 -8.2902
H 4.7639 10.7975 -6.9238
H 3.4270 10.5527 -8.1362
C 5.5614 7.0703 -5.6372
C 4.2567 6.4792 -5.1393
O 4.4360 6.2358 -3.7240
S 5.6795 7.1412 -3.1601
O 6.7865 6.2798 -2.8412
O 5.2413 8.0522 -2.1431
O 5.9602 7.9238 -4.5654
H 5.4170 7.6634 -6.5365
H 6.3637 6.3594 -5.8560
H 3.9609 5.5504 -5.6161
H 3.4519 7.2093 -5.1813
```

Results
Max |F| (eV Å⁻¹): 2.30
E (eV): -89501.06611
Gap between HOMO and LUMO (eV): 7.778
LUMO (eV): -1.37
Energy above the lowest of the compared OMol25 structures with the same formula, charge and spin (eV): 0.000
Multiplicity: 1
Net charge: 0
HOMO (eV): -9.1

---

(3)
ORCA calculation (the ωB97M-V functional and the def2-TZVPD basis) on 9 unconnected molecules or ions with the total composition C16H36F14N9O28S14.

Geometry as XYZ:
```
117
C16H36F14N9O28S14 (the ωB97M-V functional and the def2-TZVPD basis)
C 2.9946 1.0562 -1.4637
C 1.7083 1.0889 -0.5902
C 0.4590 1.6712 -1.2825
N -0.7989 1.3146 -0.5288
C -0.7734 1.9200 0.8538
C -1.9910 1.8104 -1.3975
C -2.3411 0.6196 -2.3617
C -1.9101 -0.6504 -1.6444
C -1.2814 -0.1388 -0.3507
H 2.8792 1.4826 -2.4584
H 3.1960 -0.0173 -1.5382
H 3.9470 1.3688 -1.0379
H 2.0800 1.5560 0.3245
H 1.4563 0.1337 -0.1199
H 0.4061 1.2148 -2.2733
H 0.5037 2.7438 -1.4661
H -1.6765 1.8410 1.4604
H -0.6199 2.9925 0.7208
H 0.0054 1.6195 1.5541
H -2.7196 1.8279 -0.5835
H -1.9099 2.8419 -1.7314
H -3.3950 0.5265 -2.6129
H -1.7309 0.8063 -3.2445
H -2.6945 -1.3899 -1.5557
H -1.0927 -1.0802 -2.2282
H -2.1465 -0.0719 0.3099
H -0.5229 -0.7463 0.1386
C -2.4380 -7.9143 3.4643
C -1.4793 -6.8516 3.9244
C -1.5499 -5.6034 2.9707
N -0.5039 -4.5135 3.2256
C -0.6634 -4.0092 4.6969
C -0.8249 -3.3722 2.3284
C 0.0205 -3.5396 1.0905
C 1.2564 -4.0365 1.7129
C 0.9259 -5.0122 2.8510
H -3.4604 -7.5740 3.6380
H -2.2488 -8.8603 3.9704
H -2.3604 -8.0701 2.3867
H -0.5119 -7.3581 3.9478
H -1.7168 -6.4620 4.9150
H -2.5213 -5.1113 2.9724
H -1.4149 -6.0507 1.9850
H -1.6457 -3.5492 4.6594
H 0.1773 -3.3175 4.7362
H -0.4338 -4.8382 5.3597
H -0.3828 -2.5393 2.8797
H -1.8860 -3.1703 2.2109
H 0.0593 -2.5215 0.6969
H -0.3728 -4.0903 0.2341
H 1.6398 -3.1213 2.1762
H 2.0038 -4.2811 0.9575
H 1.5784 -4.7869 3.6909
H 0.8204 -6.0577 2.5750
N 0.6721 -1.4842 3.2434
S 1.9191 -0.6381 3.0881
O 2.8683 -0.9965 4.1124
O 1.9353 0.6966 2.5307
F 2.4578 -1.5194 1.8369
S 0.1131 -0.8669 4.6469
O -0.1101 0.5435 4.6902
O 0.2787 -1.6914 5.8237
F -1.4590 -1.3163 4.3388
N -4.9422 5.1135 1.4175
S -5.5857 4.1194 0.5522
O -4.8574 2.8796 0.3361
O -6.6669 4.5293 -0.3665
F -6.5273 3.5786 1.7736
S -3.8730 5.6539 0.2846
O -4.2017 6.8814 -0.3573
O -2.9541 4.7051 -0.3030
F -2.8404 6.2205 1.3937
N 2.6873 6.5943 1.0486
S 2.0526 5.1582 0.8841
O 1.6928 4.5286 -0.3757
O 1.2527 4.7053 1.9929
F 3.4100 4.3598 1.1708
S 1.1482 7.3203 0.9747
O 0.5931 7.7891 2.2389
O 0.2884 7.0342 -0.1253
F 1.8261 8.7307 0.4506
N -4.4753 -4.2238 1.4993
S -5.5698 -5.0927 0.9329
O -5.3570 -5.6229 -0.3968
O -6.9113 -4.5405 1.0219
F -5.5890 -6.2958 1.9903
S -4.0474 -3.3493 0.0825
O -5.0747 -2.7216 -0.7059
O -2.8899 -3.9213 -0.5634
F -3.3411 -2.0692 0.8148
N 3.0460 -2.3420 -5.6906
S 3.0404 -2.7139 -4.0551
O 1.7876 -2.8596 -3.3458
O 4.1831 -2.1745 -3.3178
F 3.3549 -4.2507 -4.2751
S 1.8461 -1.3495 -5.6896
O 2.1710 -0.0819 -5.0885
O 0.5086 -1.8341 -5.4625
F 1.7234 -1.0981 -7.3105
N 8.3697 2.9200 -2.0076
S 9.3060 4.2339 -2.5043
O 10.0866 4.9695 -1.5032
O 8.9205 5.0765 -3.6000
F 10.5202 3.2819 -3.0542
S 7.1745 3.7271 -1.5246
O 6.3085 4.1666 -2.5723
O 7.2499 4.5685 -0.3383
F 6.3223 2.4795 -0.8906
N -0.7719 4.7908 -5.8239
S -0.2344 3.2685 -5.3012
O -1.2271 2.2311 -5.2299
O 0.7526 3.2729 -4.2642
F 0.7015 2.8701 -6.5037
S -1.5115 5.2999 -4.6148
O -0.8059 6.0689 -3.6360
O -2.5704 4.4170 -4.1987
F -2.2725 6.5402 -5.3232
```

Results
Max |F| (eV Å⁻¹): 10.86
E (eV): -277639.91156
Gap between HOMO and LUMO (eV): 6.075
LUMO (eV): 6.19
Energy above the lowest of the compared OMol25 structures with the same formula, charge and spin (eV): 0.000
Multiplicity: 1
Net charge: -5
HOMO (eV): 0.1

---

> The highest gap between HOMO and LUMO belongs to which entry?

C16H35FINO6S3

---

> Which value of multiplicity does entry 3 give?

1